[1]
# C12H15P

A single C12H15P molecule (the ωB97M-V functional and the def2-TZVPD basis, the Open Molecules 2025 dataset).

```
! wB97M-V def2-TZVPD RIJCOSX def2/J DEFGRID3
* xyz 0 1
C -1.648 -1.941 -1.509
C -0.556 -1.144 -0.928
C 0.388 -1.680 -0.098
C 1.432 -0.677 0.253
C 2.685 -0.929 0.783
C 3.624 0.135 0.763
C 3.207 1.373 0.408
C 1.965 1.569 -0.231
C 1.120 0.497 -0.439
C -0.305 0.342 -0.993
P -1.391 1.499 0.103
C -1.106 0.665 1.738
C -3.175 1.118 -0.380
H -1.776 -1.517 -2.444
H -2.642 -1.882 -1.004
H -1.398 -2.984 -1.569
H 0.357 -2.678 0.149
H 2.838 -1.766 1.329
H 4.732 -0.068 1.143
H 3.987 2.214 0.520
H 1.671 2.581 -0.350
H -0.366 0.764 -2.102
H -1.919 0.949 2.340
H -0.223 1.020 2.205
H -1.041 -0.520 1.816
H -3.610 0.909 0.559
H -3.136 0.278 -1.080
H -3.712 1.874 -0.981
*
```

Output
relative energy (zero: lowest compared OMol25 entry of this formula, charge and spin)	0.0	kcal per mole
max |F|	0.07291	Eh/bohr
HOMO-LUMO gap	8.900	eV

[2]
# C21H33CaCl2N4O3

A molecular structure, C21H33CaCl2N4O3 (the ωB97M-V functional and the def2-TZVPD basis, the Open Molecules 2025 dataset).

```
! wB97M-V def2-TZVPD RIJCOSX def2/J DEFGRID3
* xyz -1 1
O 0.324 -0.012 -2.196
C -0.772 0.309 -2.954
C -0.469 1.649 -3.633
C 0.412 2.573 -3.048
H 0.861 2.354 -2.064
C 0.642 3.786 -3.701
H 1.314 4.510 -3.227
C 0.001 4.039 -4.929
H 0.180 4.986 -5.444
C -0.860 3.090 -5.507
H -1.355 3.269 -6.462
C -1.092 1.877 -4.856
H -1.766 1.093 -5.233
H -0.792 -0.524 -3.690
C -2.621 -1.158 -1.951
C -2.205 0.250 -2.330
H -3.712 -1.233 -1.837
H -2.203 -1.482 -0.981
H -2.215 -1.873 -2.697
C -2.846 1.391 -1.999
C -4.172 1.500 -1.256
H -2.401 2.373 -2.230
H -4.922 1.990 -1.897
H -4.091 2.140 -0.354
H -4.569 0.509 -0.963
Ca 0.058 0.044 0.224
Cl 0.754 2.647 0.433
Cl -2.524 0.553 0.728
H 4.647 1.359 -2.772
H 4.965 1.702 -0.085
C 3.584 1.372 -2.487
C 3.876 1.566 -0.010
N 3.406 0.793 -1.162
H 2.986 0.787 -3.195
C 2.821 -0.399 -0.994
O 2.335 -0.782 0.097
H 3.608 1.035 0.911
H 2.777 -1.051 -1.897
H 3.236 2.412 -2.464
H 3.379 2.542 -0.029
H -0.593 -5.365 0.614
H 1.315 -5.771 -1.327
C -1.047 -4.786 -0.200
C 0.791 -5.006 -1.913
N -0.002 -4.184 -1.030
H -1.688 -4.000 0.225
C 0.188 -2.871 -0.930
O -0.437 -2.245 -0.041
H 1.509 -4.350 -2.421
H 0.876 -2.394 -1.668
H -1.616 -5.465 -0.839
H 0.119 -5.479 -2.637
C -0.859 2.016 3.468
C -0.328 0.629 3.503
N -0.016 -0.172 2.499
C 0.421 -1.378 3.000
C 0.374 -1.311 4.376
N -0.090 -0.040 4.665
H -1.817 2.047 4.026
H -0.122 2.696 3.937
H -0.996 2.326 2.412
H 0.715 -2.171 2.323
H 0.628 -2.061 5.108
H -0.254 0.369 5.563
*
```

Output
max |F|	0.04594	Eh/bohr
HOMO-LUMO gap	6.403	eV

[3]
# H12O6Pd

A molecular structure, H12O6Pd (the ωB97M-V functional and the def2-TZVPD basis, the Open Molecules 2025 dataset).

```
! wB97M-V def2-TZVPD RIJCOSX def2/J DEFGRID3
* xyz 2 3
Pd 0.022 0.216 0.348
O 1.120 0.119 -0.877
H 1.868 0.532 -1.242
H 0.943 -0.360 -1.667
O 1.277 -2.172 0.476
H 2.173 -1.837 0.539
H 1.363 -2.858 1.130
O -0.357 1.878 0.308
H 0.224 2.367 -0.350
H -1.241 2.291 0.295
O -1.100 1.083 -2.283
H -1.781 1.697 -2.163
H -1.620 0.354 -2.470
O -1.318 -0.951 0.148
H -2.260 -0.716 0.159
H -1.333 -1.670 0.829
O 0.567 -0.042 1.913
H 1.466 -0.123 2.233
H -0.004 0.184 2.677
*
```

Output
relative energy (zero: lowest compared OMol25 entry of this formula, charge and spin)	284.6	kcal per mole
max |F|	0.33463	Eh/bohr
HOMO-LUMO gap (spin up / spin down)	9.559 / 8.760	eV

[4]
# C2H15NO4

5 unconnected molecules or ions with the total composition C2H15NO4 (the ωB97M-V functional and the def2-TZVPD basis, the Open Molecules 2025 dataset).

```
! wB97M-V def2-TZVPD RIJCOSX def2/J DEFGRID3
* xyz 0 1
C -0.410 -1.069 1.971
N -1.273 -1.022 0.791
C -0.883 -2.089 -0.185
H -0.713 -1.975 2.516
H 0.686 -1.169 2.014
H -0.575 -0.206 2.631
H -1.202 -0.112 0.360
H -0.410 -2.893 0.375
H -0.078 -1.786 -0.871
H -1.826 -2.351 -0.651
O 1.217 2.069 -2.653
H 0.498 2.259 -3.265
H 0.675 1.617 -1.979
O 2.026 -0.526 0.741
H 2.708 0.172 0.698
H 2.313 -1.159 0.085
O -1.768 1.849 -1.580
H -1.241 1.976 -0.781
H -2.206 1.004 -1.402
O 0.598 1.860 0.157
H 1.169 2.554 0.451
H 0.692 0.998 0.579
*
```

Output
relative energy (zero: lowest compared OMol25 entry of this formula, charge and spin)	39.9	kcal per mole
max |F|	0.04241	Eh/bohr
HOMO-LUMO gap	9.225	eV

[5]
# CH3ClN2O2

A single CH3ClN2O2 molecule (the ωB97M-V functional and the def2-TZVPD basis, the Open Molecules 2025 dataset).

```
! wB97M-V def2-TZVPD RIJCOSX def2/J DEFGRID3
* xyz 0 1
C 0.053 -1.130 0.253
N -0.098 1.430 0.179
N 0.144 0.031 -0.612
O 0.057 2.406 -0.493
O 1.011 0.080 -1.454
Cl -1.613 -1.417 0.806
H 0.635 -1.867 -0.348
H 0.791 -0.865 1.010
H -0.981 1.331 0.659
*
```

Output
relative energy (zero: lowest compared OMol25 entry of this formula, charge and spin)	80.5	kcal per mole
max |F|	0.06168	Eh/bohr
HOMO-LUMO gap (spin up / spin down)	8.619 / 9.145	eV

[6]
# C25H25N3O4

A single C25H25N3O4 molecule (the ωB97M-V functional and the def2-TZVPD basis, the Open Molecules 2025 dataset).

```
! wB97M-V def2-TZVPD RIJCOSX def2/J DEFGRID3
* xyz 0 1
O 0.976 -2.344 -5.984
N 0.019 -2.356 -5.180
O -0.907 -3.169 -5.403
C -0.021 -1.489 -4.032
C -1.096 -1.572 -3.138
C -1.063 -0.810 -1.976
C 0.024 0.015 -1.670
C -0.152 0.883 -0.418
C 0.879 2.065 -0.315
C 2.261 1.848 -0.467
C 3.179 2.911 -0.511
C 2.747 4.240 -0.403
N 3.706 5.300 -0.417
O 3.291 6.479 -0.334
O 4.918 4.984 -0.511
C 1.363 4.463 -0.329
C 0.440 3.402 -0.284
C -0.584 0.184 1.014
C 0.715 -0.536 1.194
C 0.807 -1.878 0.850
C 1.972 -2.552 1.228
C 3.033 -1.850 1.819
C 2.902 -0.491 2.097
C 1.729 0.171 1.801
N -1.715 -0.649 1.316
C -2.999 0.043 1.547
C -4.180 -0.911 1.338
C -4.110 -2.157 2.229
C -2.687 -2.717 2.357
C -1.623 -1.614 2.522
C 1.004 0.193 -2.648
C 1.029 -0.611 -3.790
H -1.906 -2.242 -3.359
H -1.987 -0.777 -1.398
H -1.161 1.292 -0.473
H 2.644 0.844 -0.737
H 4.245 2.712 -0.658
H 1.037 5.502 -0.324
H -0.622 3.678 -0.391
H -0.690 1.212 1.538
H -0.022 -2.476 0.441
H 2.078 -3.631 1.068
H 3.989 -2.341 2.045
H 3.710 0.089 2.545
H 1.542 1.197 2.113
H -3.086 0.933 0.908
H -3.040 0.355 2.610
H -4.232 -1.221 0.281
H -5.097 -0.369 1.587
H -4.501 -1.921 3.233
H -4.755 -2.944 1.833
H -2.646 -3.388 3.235
H -2.443 -3.323 1.468
H -0.621 -2.061 2.676
H -1.856 -1.039 3.437
H 1.717 1.010 -2.678
H 1.847 -0.567 -4.504
*
```

Output
relative energy (zero: lowest compared OMol25 entry of this formula, charge and spin)	243.0	kcal per mole
max |F|	0.08628	Eh/bohr
HOMO-LUMO gap	7.533	eV